[1]
This record from the OMol25 dataset describes an isolated molecule of C3H6N2O. The level of theory is ωB97M-V/def2-TZVPD.

HOMO level: -8.95 eV
LUMO: 0.95 eV
frontier orbital gap: 9.905 eV
maximum force: 0.5 eV/Å
energy above the lowest of the compared OMol25 structures with the same formula, charge and spin: 246.9 kJ/mol
molecular weight: 86.09 g/mol

Geometry (Å):
C 1.01 -1.07 1.37
C 0.47 0.23 -0.39
N 0.62 -1.06 -0.05
N -0.63 0.50 -1.12
C -1.02 1.84 -1.11
O -2.10 2.23 -1.49
H 0.77 -2.04 1.80
H 0.44 -0.30 1.91
H 2.07 -0.83 1.47
H -0.06 -1.77 -0.35
H -1.36 -0.18 -1.36
H -0.22 2.46 -0.67

[2]
This record from the OMol25 dataset describes an isolated molecule of C3H6N2O. The level of theory is ωB97M-V/def2-TZVPD.

SMILES string: N#C[C@H](O)CN
HOMO level: -10.57 eV
LUMO: 0.61 eV
frontier orbital gap: 11.179 eV
maximum force: 1.1 eV/Å
energy above the lowest of the compared OMol25 structures with the same formula, charge and spin: 142.5 kJ/mol
molecular weight: 86.09 g/mol

Geometry (Å):
N -1.37 -0.66 0.63
C -0.63 0.00 -0.44
C 0.73 0.47 0.13
O 1.21 -0.37 1.14
C 1.74 0.56 -0.95
N 2.53 0.58 -1.79
H -1.60 0.00 1.37
H -2.23 -1.07 0.28
H -0.45 -0.74 -1.22
H -1.13 0.86 -0.91
H 0.62 1.48 0.55
H 0.61 -1.13 1.17

[3]
This record from the OMol25 dataset describes a 2-piece molecular cluster, C3H6N2O2 overall. The level of theory is ωB97M-V/def2-TZVPD.

SMILES string: O=c1cc[nH][nH]1.O
HOMO level: -8.37 eV
LUMO: 0.81 eV
frontier orbital gap: 9.173 eV
maximum force: 4.6 eV/Å
energy above the lowest of the compared OMol25 structures with the same formula, charge and spin: 298.2 kJ/mol
molecular weight: 102.09 g/mol

Geometry (Å):
C -0.87 -0.22 0.33
C -0.60 -1.46 -0.09
C 0.35 0.37 0.67
N 0.71 -1.74 -0.07
N 1.33 -0.57 0.19
O 0.77 1.35 1.33
O -0.46 2.19 -0.95
H -1.81 0.13 0.48
H -1.31 -2.34 -0.06
H 1.10 -2.42 -0.84
H 2.17 -0.68 0.67
H -0.71 2.85 -1.60
H -0.67 2.55 -0.07

[4]
This record from the OMol25 dataset describes a 2-piece molecular cluster, C3H6N2O2 overall. The level of theory is ωB97M-V/def2-TZVPD.

SMILES string: O=C1COC=N1.N
HOMO level: -10.18 eV
LUMO: 0.56 eV
frontier orbital gap: 10.734 eV
maximum force: 0.6 eV/Å
energy above the lowest of the compared OMol25 structures with the same formula, charge and spin: 151.0 kJ/mol
molecular weight: 102.09 g/mol

Geometry (Å):
N 0.95 1.73 -1.34
C 0.11 -0.13 1.14
O 0.70 0.81 1.62
C -1.17 -0.06 0.31
O -1.39 -1.43 -0.06
C -0.38 -2.10 0.50
N 0.50 -1.48 1.20
H 1.06 2.00 -0.36
H 0.99 2.58 -1.88
H -1.00 0.55 -0.59
H -2.02 0.30 0.89
H -0.39 -3.17 0.31
H 1.78 1.19 -1.57

[5]
This record from the OMol25 dataset describes an isolated molecule of C3H6N2O2. The level of theory is ωB97M-V/def2-TZVPD.

SMILES string: [H]/N=C/OCC(N)=O
HOMO level: -9.81 eV
LUMO: 0.80 eV
frontier orbital gap: 10.607 eV
maximum force: 0.5 eV/Å
energy above the lowest of the compared OMol25 structures with the same formula, charge and spin: 118.9 kJ/mol
molecular weight: 102.09 g/mol

Geometry (Å):
N 1.23 -0.97 0.62
C 0.05 -0.90 1.28
O -0.22 -1.55 2.27
C -0.95 0.11 0.71
O -1.22 -0.03 -0.69
C -0.45 0.61 -1.56
N 0.63 1.21 -1.25
H 1.94 -1.55 1.06
H 1.49 -0.23 -0.03
H -0.61 1.13 0.91
H -1.90 -0.08 1.21
H -0.89 0.54 -2.56
H 1.03 1.66 -2.07

[6]
This record from the OMol25 dataset describes an isolated molecule of C3H6N2O2. The level of theory is ωB97M-V/def2-TZVPD.

SMILES string: N[C@]1(NC=O)CO1
HOMO level: -9.70 eV
LUMO: 0.84 eV
frontier orbital gap: 10.531 eV
maximum force: 0.5 eV/Å
energy above the lowest of the compared OMol25 structures with the same formula, charge and spin: 219.9 kJ/mol
molecular weight: 102.09 g/mol

Geometry (Å):
N 0.40 -1.69 -0.62
C 0.15 -0.52 0.15
O 0.22 -0.79 1.53
C 1.08 0.23 0.99
O -0.55 2.38 0.10
C -1.22 1.51 -0.41
N -0.96 0.17 -0.43
H 0.96 -2.38 -0.12
H 0.74 -1.52 -1.55
H 2.15 0.03 0.95
H 0.80 1.23 1.31
H -2.18 1.75 -0.92
H -1.60 -0.41 -0.97

[7]
This record from the OMol25 dataset describes a 2-piece molecular cluster, C3H6N2O2 overall. The level of theory is ωB97M-V/def2-TZVPD.

SMILES string: N/C=[N+](\[O-])O.C#C
HOMO level: -8.26 eV
LUMO: 0.65 eV
frontier orbital gap: 8.909 eV
maximum force: 4.9 eV/Å
energy above the lowest of the compared OMol25 structures with the same formula, charge and spin: 755.0 kJ/mol
molecular weight: 102.09 g/mol

Geometry (Å):
C 2.02 -1.22 -0.89
C 1.44 -2.23 -0.56
C -0.68 0.87 0.78
N -0.12 2.11 0.89
N -0.93 0.19 -0.25
O -1.64 -1.03 -0.07
O -0.78 0.35 -1.49
H 2.38 -0.30 -1.14
H -2.43 -0.96 -0.68
H 0.92 -3.05 -0.34
H -1.04 0.46 1.76
H 0.47 2.21 1.84
H 0.40 2.61 0.15

[8]
This record from the OMol25 dataset describes a 2-piece molecular cluster, C3H6N2O2 overall. The level of theory is ωB97M-V/def2-TZVPD.

SMILES string: [H]/N=C1\O[C@H]1O/C=N/[H].[H][H]
HOMO level: -10.30 eV
LUMO: 0.70 eV
frontier orbital gap: 11.000 eV
maximum force: 0.9 eV/Å
energy above the lowest of the compared OMol25 structures with the same formula, charge and spin: 499.7 kJ/mol
molecular weight: 102.09 g/mol

Geometry (Å):
N -2.46 -0.65 0.65
C -1.69 0.24 0.20
O -1.58 1.47 -0.21
C -0.33 0.29 -0.24
O 0.67 0.55 0.62
C 1.96 0.60 0.14
N 2.30 0.09 -0.95
H -3.42 -0.36 0.79
H -0.99 -1.79 0.37
H -0.03 0.02 -1.25
H -0.27 -1.82 0.14
H 2.57 1.12 0.88
H 3.29 0.24 -1.14

[9]
This record from the OMol25 dataset describes an isolated molecule of C3H6N2O2. The level of theory is ωB97M-V/def2-TZVPD.

SMILES string: [H]/N=C/N(O)CC=O
HOMO level: -9.04 eV
LUMO: 0.17 eV
frontier orbital gap: 9.212 eV
maximum force: 7.6 eV/Å
energy above the lowest of the compared OMol25 structures with the same formula, charge and spin: 598.0 kJ/mol
molecular weight: 102.09 g/mol

Geometry (Å):
C -0.59 -0.13 0.92
C 0.62 -0.96 1.26
C 0.13 0.99 -1.27
H -1.60 -1.66 -0.89
H -0.51 0.75 1.47
H -1.41 -0.60 1.36
H 1.45 -1.23 0.45
H 0.01 0.98 -2.43
H 1.32 2.34 -1.13
N -0.64 0.07 -0.58
N 0.78 1.83 -0.48
O -0.55 -1.17 -1.19
O 1.00 -1.21 2.52

[10]
This record from the OMol25 dataset describes an isolated molecule of C3H6N2O2. The level of theory is ωB97M-V/def2-TZVPD.

SMILES string: C=CCO/N=N\O
HOMO level: -10.14 eV
LUMO: 0.72 eV
frontier orbital gap: 10.861 eV
maximum force: 4.2 eV/Å
energy above the lowest of the compared OMol25 structures with the same formula, charge and spin: 667.1 kJ/mol
molecular weight: 102.09 g/mol

Geometry (Å):
C 0.79 -0.41 0.87
C -0.20 -1.55 0.53
C -0.95 -1.75 -0.52
N 0.58 2.31 -1.32
N 0.85 1.26 -0.80
O 0.34 0.85 0.51
O -0.34 3.17 -0.86
H 0.94 -0.44 1.87
H 1.84 -0.59 0.48
H -0.50 -2.12 1.31
H -1.61 -2.53 -0.67
H -0.92 -1.20 -1.37
H -0.83 3.00 -0.02